Here is a molecular structure, C29H46P2Tm at a distorted geometry from the Open Molecules 2025 dataset. Energies are from ωB97M-V/def2-TZVPD.

Structure (XYZ):
```
78
Properties=species:S:1:pos:R:3:forces:R:3:lowdin_spin:R:1
Tm 1.17152 -0.35742 0.58190 3.229 1.061 8.665 2.03
C -0.05424 -0.79358 2.88936 0.926 -0.236 -0.461 0.00
C -0.04138 -2.08872 2.28418 1.048 0.531 -0.225 0.00
C 2.09833 -1.63839 3.03388 -1.105 0.308 -0.584 0.00
C 1.26121 -0.53831 3.39686 -0.372 -0.638 -1.054 0.00
C 1.29149 -2.60337 2.37194 -0.483 0.974 0.035 0.00
C -1.20671 0.14026 2.97734 -0.530 0.313 0.327 0.00
H -0.95362 1.15041 2.60794 -0.118 -0.199 0.175 0.00
H -1.53915 0.25658 4.02118 -0.085 0.097 -0.292 0.00
H -2.05750 -0.23078 2.38702 0.107 0.138 0.202 0.00
C 1.65204 0.59344 4.26492 0.140 0.676 0.285 0.00
H 0.89305 0.78451 5.03776 0.159 -0.065 -0.168 0.00
H 1.77542 1.51909 3.68918 0.045 -0.055 0.227 0.00
H 2.60171 0.39130 4.77517 -0.218 0.084 -0.126 0.00
C 3.54477 -1.75628 3.32648 0.547 -0.164 0.289 0.00
H 3.77231 -1.37477 4.33012 0.031 -0.134 -0.197 0.00
H 4.16988 -1.19318 2.61636 -0.157 -0.104 0.264 0.00
H 3.86093 -2.80688 3.28013 0.037 0.289 0.052 0.00
C 1.69592 -3.97363 1.97026 0.046 -0.457 -0.114 0.00
H 0.86515 -4.67988 2.12141 0.294 0.118 0.004 0.00
H 2.54929 -4.31592 2.56917 -0.209 -0.030 -0.222 0.00
H 1.98356 -4.03250 0.91308 0.038 -0.156 0.190 0.00
C -1.19919 -2.86366 1.77028 -0.461 -0.232 -0.136 0.00
H -1.16369 -3.89402 2.15195 -0.166 0.235 -0.120 0.00
H -1.20267 -2.92212 0.67045 -0.246 -0.189 0.197 0.00
H -2.14470 -2.41192 2.09069 0.075 -0.182 -0.103 0.00
C -4.97250 1.98389 -1.71387 -0.461 0.650 -0.736 0.00
C -5.14512 1.89873 -3.04121 -0.130 0.250 0.630 0.00
C -4.28550 1.14312 -4.00337 0.388 -0.119 -0.708 0.00
C -2.74804 1.09152 -3.75552 -0.607 0.832 -0.255 0.00
C -2.29848 -0.18782 -3.12759 -1.407 -1.795 -0.304 0.00
C -3.01326 -0.86524 -2.18700 1.506 0.280 -0.741 0.00
C -3.94806 -0.30468 -1.21216 -0.719 0.711 0.887 0.00
C -3.93704 1.23650 -0.92391 -0.165 -0.730 0.322 0.00
H -4.41235 1.61461 -4.99223 -0.103 -0.246 0.338 0.00
H -2.45109 1.96432 -3.16933 -0.122 0.064 -0.208 0.00
H -4.63686 0.10675 -4.10076 -0.064 0.204 -0.132 0.00
H -2.92670 1.63488 -1.08346 -0.510 -0.209 0.248 0.00
H -5.63917 2.64745 -1.14401 0.232 -0.423 -0.285 0.00
H -5.98437 2.40849 -3.53219 0.316 -0.039 0.488 0.00
H -4.17769 1.36058 0.15195 0.284 -0.041 -0.608 0.00
H -4.97593 -0.58391 -1.48351 0.092 -0.102 0.113 0.00
H -2.77260 -1.92839 -2.02816 -0.156 0.479 -0.071 0.00
H -3.73615 -0.82015 -0.26956 -0.142 -0.034 0.019 0.00
H -2.26115 1.22893 -4.73693 -0.384 -0.200 0.493 0.00
H -1.63367 -0.80815 -3.74850 -0.382 0.181 0.259 0.00
P -0.17082 0.47108 -2.03342 1.541 1.369 -4.583 0.00
C -0.48669 2.24527 -1.55465 -0.568 0.028 1.045 0.00
C 0.25076 0.79172 -3.89986 -0.542 -0.452 -0.439 0.00
P 0.28793 -1.49566 -1.20739 -1.538 -1.487 -2.337 0.00
C 1.52143 -0.15594 -1.78208 -0.351 0.234 -0.634 0.00
C -0.04390 -2.81854 -2.40475 0.435 0.285 -0.677 0.00
C 3.04452 -1.62562 -0.03518 -0.078 -0.129 -0.477 -0.01
H -0.05453 2.49747 -0.58018 0.111 -0.130 -0.184 0.00
H -1.56509 2.44985 -1.48508 0.599 -0.215 -0.009 0.00
H -0.09128 2.93131 -2.31741 0.220 -0.657 0.132 0.00
H 0.78961 1.74618 -3.98575 0.037 -0.384 0.420 0.00
H -0.60265 0.85852 -4.58670 0.405 -0.011 0.572 0.00
H 0.88687 -0.01579 -4.29470 -0.202 0.281 0.378 0.00
H 3.47696 -1.19628 -0.95210 0.261 -0.334 0.249 0.00
H 2.73942 -2.65519 -0.26554 0.357 -0.077 -0.142 0.00
H 3.83707 -1.69624 0.71960 -0.301 -0.005 -0.086 0.00
H 2.13290 0.53183 -1.11492 0.172 -0.856 -0.233 0.00
H 2.05623 -0.57693 -2.65973 -0.184 1.010 0.611 0.00
H 0.28123 -3.74701 -1.91214 -0.114 0.253 -0.108 0.00
H 0.58772 -2.62416 -3.28513 -0.380 -0.364 0.091 0.00
H -1.11261 -2.88715 -2.67661 0.615 0.098 0.179 0.00
C 3.70008 3.76163 2.38841 -0.019 -0.052 -0.034 0.00
C 4.40766 2.61575 2.01800 -0.293 -0.548 -0.398 0.00
C 3.73648 1.57617 1.33261 0.899 1.061 0.806 0.00
C 2.38383 1.70455 1.07690 -1.557 -1.643 -1.571 0.00
C 1.65888 2.82010 1.46646 1.097 1.095 0.697 0.00
C 2.33067 3.86750 2.13471 -0.480 -0.205 -0.269 0.00
H 4.22699 4.58735 2.86445 -0.159 -0.207 0.005 0.00
H 5.47136 2.51376 2.24603 -0.304 0.158 -0.069 0.00
H 4.29395 0.68324 1.02843 -0.183 0.321 0.113 0.00
H 0.58296 2.90482 1.28080 0.196 0.076 0.165 0.00
H 1.77405 4.75466 2.44931 0.268 -0.210 -0.073 0.00
```
Positions in Å, forces in eV/Å.

Its total charge is +1. Its multiplicity is 3. Its energy relative to the best compared isomer or geometry (same formula, charge and spin) is 574.3 kJ/mol. For the total energy, the calculation gives -2899.965716 a.u. The calculation puts the HOMO energy (alpha / beta) at -9.48 / -9.50 eV. Its strongest force on any atom is 9.31 eV/Å. Its lowest unoccupied orbital energy (alpha / beta) is -4.8299 / -4.8306 eV. The value obtained for the HOMO-LUMO gap (alpha / beta) is 4.65 / 4.67 eV.